[1]
{
  "formula": "C27H28FeNO5",
  "method": "wB97M-V/def2-TZVPD",
  "charge": 1,
  "e_above_lowest_kj_mol": 52.3,
  "gap_ev": [7.118, 5.386],
  "fmax_ev_per_a": 5.51,
  "total_energy_ev": -74554.438,
  "spin_multiplicity": 5,
  "symbols": ["H", "N", "H", "C", "C", "C", "H", "C", "C", "H", "C", "C", "C", "H", "C", "H", "H", "H", "C", "H", "H", "C", "H", "C", "C", "O", "C", "H", "H", "H", "C", "H", "H", "Fe", "C", "C", "H", "H", "H", "C", "C", "C", "O", "H", "C", "H", "H", "C", "C", "O", "H", "O", "C", "H", "H", "C", "C", "O", "H", "C", "H", "H"],
  "coordinates": [[1.58085, -1.24672, 2.79986], [0.39291, 0.85046, 0.93476], [-0.37160, 3.49024, -3.17759], [2.61635, 1.50765, -4.87703], [2.22086, 3.22442, -2.70095], [-2.50386, 3.30746, -2.83057], [-1.12766, -6.77811, 1.39914], [1.02472, 1.73138, -0.21072], [-3.60036, -2.60931, 3.32798], [-4.56401, 2.87896, -2.31726], [2.53912, 1.79545, 1.63530], [-3.49154, -4.77681, 4.72706], [-1.84456, 1.17227, -1.17847], [1.02537, 1.00499, 3.02107], [3.34178, 2.70196, -4.79114], [0.66112, 2.75248, 0.00456], [3.23912, 1.04591, 2.01342], [2.02702, 3.90493, -1.86727], [0.49288, -1.30224, 2.58833], [0.58533, -0.42716, -1.00426], [-0.57608, 1.16756, 0.97066], [-3.18393, 1.53045, -1.34112], [-0.84119, -1.27328, -0.67592], [-2.41568, -2.53190, 5.45456], [2.50761, 1.75408, 0.10226], [-0.77537, -4.84354, 2.10739], [-0.83712, 1.85731, -1.84691], [0.02893, -0.58729, 3.31212], [2.90731, 2.76420, 1.99807], [-0.87856, -5.61757, 0.11124], [-0.57039, -5.88280, 1.12194], [-1.33659, -3.52654, -0.17585], [1.14595, 0.23873, -3.95165], [-2.35888, -3.60198, 4.06618], [-0.75028, -2.95026, 0.54865], [-1.16273, 2.94193, -2.66543], [0.15683, -3.04340, 3.88057], [4.05565, 2.97474, -5.57148], [0.60926, 2.53906, 2.23785], [-0.43151, -1.63636, 0.26228], [-3.51826, 2.59721, -2.18145], [3.13096, 3.56774, -3.70980], [-4.34171, -1.90362, 2.77284], [3.04320, 0.88623, -0.32094], [-0.50801, -3.50420, 1.84802], [1.51833, -1.04517, 0.65499], [0.49214, -6.12623, 1.09210], [0.49105, -0.78841, 1.06902], [0.62207, 1.43492, -1.65076], [-2.34366, -1.59294, 6.14741], [2.75230, 0.82633, -5.71918], [0.75182, 0.04071, -1.84370], [-0.00379, -2.67039, 2.86278], [2.99031, 2.63809, -0.33296], [-1.59879, 0.32864, -0.53271], [1.70508, 1.17116, -3.86997], [1.55452, 1.98967, -2.75026], [-4.35684, -5.54324, 4.86630], [-2.74554, 4.14465, -3.48624], [1.11038, 1.56859, 2.09749], [3.67407, 4.51522, -3.63388], [-3.95671, 0.96368, -0.82070]],
  "forces_ev_per_angstrom": [[-0.34, -0.21, 0.60], [0.35, 0.20, 0.67], [-0.31, -0.16, 0.08], [-0.13, 0.37, 0.25], [-0.03, -0.46, -0.13], [0.10, -0.15, 0.06], [-0.05, 0.38, 0.40], [0.80, 0.77, -0.54], [-1.81, 1.96, -2.81], [0.35, -0.09, 0.02], [0.87, -0.01, 0.10], [-3.02, -3.97, -0.38], [-0.48, 0.05, 0.07], [-0.04, 0.09, -0.16], [-0.15, 0.02, 0.18], [-0.23, -0.53, 0.23], [-0.23, 0.01, 0.12], [0.19, -0.10, -0.28], [0.92, 1.50, -0.51], [0.15, 0.33, -1.16], [-0.26, -0.58, 0.03], [0.10, 0.11, -0.11], [0.21, -0.14, 0.17], [1.71, 3.86, 2.45], [0.41, -0.30, -0.04], [0.21, 1.47, 0.77], [0.22, 0.48, -0.33], [0.03, -0.47, -0.72], [-0.20, -0.27, -0.03], [-0.12, 0.32, 0.17], [0.22, 0.09, -0.41], [0.50, 0.23, 0.27], [0.26, 0.37, 0.04], [0.80, -0.35, 0.03], [-0.10, -2.61, 3.12], [-0.39, -0.10, 0.14], [0.02, 0.01, -0.33], [-0.22, -0.12, 0.27], [-0.05, -0.51, -0.14], [-0.77, 2.25, -0.83], [0.19, 0.00, 0.09], [-0.22, -0.07, 0.09], [1.13, -1.25, 1.33], [-0.34, 0.23, 0.21], [-1.27, -1.61, -5.11], [-0.67, 0.87, 0.66], [0.01, 0.07, 0.11], [0.80, -0.74, 0.29], [-0.39, -0.51, -0.51], [-0.62, -2.21, -1.07], [-0.03, 0.30, 0.22], [-0.14, -1.19, 0.98], [0.54, 0.51, 1.40], [-0.32, -0.32, 0.09], [-0.34, 0.30, -0.33], [0.51, -0.04, -0.42], [0.02, 0.49, 0.19], [1.88, 1.89, 0.32], [0.00, -0.23, 0.21], [-0.19, -0.01, 0.18], [-0.22, -0.38, -0.13], [0.16, 0.20, -0.16]],
  "lowdin_spin": [0.03, 0.01, 0.00, 0.00, 0.00, 0.00, 0.00, 0.00, 0.02, 0.00, 0.00, 0.05, 0.01, 0.00, 0.00, 0.00, 0.00, 0.00, 0.10, 0.00, 0.00, 0.00, 0.02, 0.02, 0.00, 0.13, 0.00, 0.02, 0.00, 0.00, 0.01, 0.00, 0.00, 1.88, 0.21, 0.00, 0.03, 0.00, 0.00, 0.45, 0.00, 0.00, -0.01, 0.00, 0.30, 0.03, 0.00, 0.08, 0.00, -0.02, 0.00, 0.01, 0.58, 0.00, 0.01, 0.00, 0.00, 0.01, 0.00, 0.00, 0.00, 0.00]
}

[2]
{
  "formula": "C3H13N2O3",
  "method": "wB97M-V/def2-TZVPD",
  "charge": 1,
  "e_above_lowest_kj_mol": 543.1,
  "gap_ev": 6.055,
  "fmax_ev_per_a": 2.91,
  "total_energy_ev": -12434.043,
  "spin_multiplicity": 1,
  "symbols": ["O", "H", "H", "C", "H", "H", "H", "O", "H", "H", "H", "H", "N", "H", "H", "H", "O", "C", "H", "C", "N"],
  "coordinates": [[-4.33153, -0.33031, -0.38222], [-0.86424, -0.48480, -1.55484], [-1.18961, 2.42493, 0.20977], [0.64868, -1.08639, -0.54181], [1.74352, 2.20746, 1.41364], [-5.21684, 0.00937, -0.55006], [1.09709, -0.59644, 1.59419], [-1.23126, 1.75777, 0.91609], [1.54280, -1.52305, -1.03244], [0.12231, -2.69350, 0.55703], [3.17931, 0.18744, 0.84731], [2.63163, 0.48538, -0.77581], [-0.26534, -2.15910, -0.21836], [-0.80488, 0.97148, 0.57223], [1.80157, 2.58727, -0.16809], [-0.21354, -2.83212, -0.98092], [0.07391, -0.23268, -1.48978], [1.16974, -0.25628, 0.55001], [-4.47764, -1.06739, 0.21917], [2.34700, 0.60935, 0.26075], [2.23730, 2.02162, 0.55413]],
  "forces_ev_per_angstrom": [[0.02, -0.08, 0.02], [0.06, 0.15, 0.06], [-0.06, -0.40, 0.22], [-1.35, -0.70, -0.83], [0.08, 0.13, 0.33], [0.05, 0.06, -0.05], [-0.87, 0.63, -0.07], [0.34, 0.44, 0.15], [0.62, 0.32, 0.42], [-0.29, 0.04, 0.24], [-0.20, -0.20, 0.25], [-0.06, 0.09, -0.30], [0.66, 0.00, 0.45], [-0.41, -0.09, -0.46], [-0.02, -0.48, -0.14], [-0.34, 0.13, -0.16], [-0.25, 0.40, -0.31], [2.64, -1.15, 0.43], [0.02, 0.01, 0.00], [-0.27, 0.30, -0.66], [-0.38, 0.41, 0.41]],
  "lowdin_charge": [-0.07, 0.13, 0.07, -0.48, 0.09, 0.04, 0.17, -0.02, 0.19, 0.10, 0.16, 0.13, 0.10, -0.02, 0.10, 0.11, 0.03, 0.26, 0.03, -0.23, 0.07]
}